Entry 1:
{"formula": "C2H2N2O", "method": "wB97M-V/def2-TZVPD", "mol_weight_g_mol": 70.05, "orbital_gap_ev": 10.230, "smiles": "C=C=O.N#N", "e_homo_ev": -9.35, "e_tot_ev": -7133.5226, "elements": ["C", "C", "N", "N", "O", "H", "H"], "positions_angstrom": [[0.0693, 1.0533, 1.1100], [1.1299, 0.9008, 0.3000], [4.5159, -1.0146, 0.1159], [4.6175, -0.2578, -0.6770], [1.9431, 0.8554, -0.5435], [-0.7236, 0.2252, 1.2676], [-0.0457, 2.0215, 1.4151]], "forces_ev_per_a": [[0.5, -3.8, -1.5], [-1.1, 0.0, -0.9], [0.2, 1.2, -1.3], [-0.1, -1.3, 1.3], [-0.8, -0.1, 1.6], [1.8, 1.6, -0.3], [-0.5, 2.2, 1.1]]}

Entry 2:
{"formula": "C3H11N2O", "method": "wB97M-V/def2-TZVPD", "mol_weight_g_mol": 91.13, "orbital_gap_ev": 9.733, "total_charge": 1, "e_homo_ev": -13.00, "e_tot_ev": -8310.3349, "elements": ["C", "C", "C", "N", "N", "H", "H", "H", "H", "H", "H", "H", "H", "H", "H", "H", "O"], "positions_angstrom": [[-1.6367, -0.5561, 0.6865], [-0.6647, 0.3328, -0.0186], [-0.3945, 0.2890, -1.3225], [-1.1770, -0.4099, -2.2876], [0.3213, 1.0804, 0.7960], [-2.2514, 0.0181, 1.3887], [-1.0563, -1.3239, 1.2120], [-2.3520, -0.9757, -0.0114], [0.2797, 0.9962, -1.7996], [-1.1253, -1.3885, -2.0112], [-0.6542, -0.4056, -3.1582], [-0.1263, 1.2537, 1.7006], [0.6075, 1.9820, 0.4225], [1.1533, 0.4921, 1.0232], [3.3564, 0.2513, 1.2309], [3.0608, -1.2394, 0.9603], [2.6594, -0.3966, 1.1885]], "forces_ev_per_a": [[0.4, 0.7, 0.5], [0.6, -0.6, -1.2], [-1.2, 0.9, -1.2], [1.6, -0.5, 0.9], [-0.7, -0.5, 1.3], [0.2, -0.1, 0.2], [-0.5, -0.2, 0.1], [0.2, -0.2, -0.2], [0.3, -0.1, 0.4], [-0.7, -0.1, -0.1], [-0.3, 0.3, -0.2], [0.1, 0.3, 0.0], [0.0, 0.0, -0.3], [0.1, 0.0, -0.3], [0.6, 0.2, 0.1], [0.1, -0.1, 0.0], [-0.7, 0.0, 0.0]]}

Entry 3:
{"formula": "C3H2CuLiO2", "method": "wB97M-V/def2-TZVPD", "mol_weight_g_mol": 140.53, "orbital_gap_ev": 5.973, "e_homo_ev": -6.97, "e_tot_ev": -52078.3470, "elements": ["O", "C", "C", "O", "C", "Li", "H", "H", "Cu"], "positions_angstrom": [[0.3549, 0.2453, -0.0954], [-0.7738, -0.0416, -0.7694], [0.3521, 0.5115, 1.3429], [-0.5860, -0.3677, -1.9733], [-0.3097, 1.6300, 1.6798], [-2.5343, -0.1431, -1.9385], [-0.2404, 1.9917, 2.7094], [-0.8865, 2.2370, 0.9692], [1.8612, -1.2769, 1.2086]], "forces_ev_per_a": [[0.2, -0.5, -0.2], [-1.0, 0.2, -0.4], [0.6, -0.3, -1.1], [-0.4, 0.2, 0.2], [0.6, -0.6, 0.7], [1.3, -0.1, 0.5], [-0.2, -0.2, -0.3], [0.4, -0.4, 0.2], [-1.4, 1.8, 0.5]]}

Entry 4:
{"formula": "C5H10O", "method": "wB97M-V/def2-TZVPD", "mol_weight_g_mol": 86.13, "orbital_gap_ev": 10.914, "smiles": "C=C[C@H](O)CC", "e_homo_ev": -9.87, "e_tot_ev": -7393.6103, "elements": ["C", "C", "C", "C", "C", "O", "H", "H", "H", "H", "H", "H", "H", "H", "H", "H"], "positions_angstrom": [[-0.5586, 0.2806, -0.4486], [-0.0071, -0.5079, 0.7184], [-1.0420, -0.4980, 1.9168], [0.3933, 0.2438, -1.6985], [1.6919, -0.0725, -1.7633], [-0.7373, 1.6398, -0.1055], [0.1310, 1.9858, 0.1622], [-1.5277, -0.1183, -0.7632], [0.1908, -1.5490, 0.4467], [0.9205, -0.0586, 1.0887], [-0.0768, 0.5980, -2.6172], [-0.5364, -0.1999, 2.8402], [-1.8878, 0.1776, 1.7642], [-1.4361, -1.5089, 2.0581], [2.2380, 0.0184, -2.6992], [2.2442, -0.4308, -0.8998]], "forces_ev_per_a": [[1.9, -0.4, -1.4], [-1.2, 0.0, 1.3], [0.7, -0.3, -0.4], [-0.2, 0.0, 0.3], [-0.7, 0.1, 0.3], [-0.1, 0.4, 0.2], [-0.4, -0.1, -0.2], [0.0, 0.2, 0.2], [0.1, 0.2, -0.1], [0.0, 0.0, -0.3], [0.0, 0.0, 0.2], [-0.2, -0.1, -0.1], [0.2, 0.0, -0.1], [0.0, 0.2, 0.1], [-0.1, 0.0, 0.2], [0.0, 0.0, -0.1]]}

Entry 5:
{"formula": "C5H12N2O5Si", "method": "wB97M-V/def2-TZVPD", "mol_weight_g_mol": 208.25, "orbital_gap_ev": 8.753, "e_homo_ev": -10.14, "e_tot_ev": -26466.8460, "elements": ["C", "C", "C", "C", "C", "N", "N", "O", "O", "O", "O", "O", "Si", "H", "H", "H", "H", "H", "H", "H", "H", "H", "H", "H", "H"], "positions_angstrom": [[2.6504, 1.0969, 0.4985], [1.3337, -1.7955, 0.1040], [0.7559, -0.1046, -1.6943], [1.1958, 0.5768, 0.7683], [0.6529, -0.4937, -0.1977], [-2.5278, 1.6644, -0.3338], [-3.4940, -1.0759, 0.3365], [-1.7468, 2.5848, -0.5246], [-3.6506, 1.5610, -0.8234], [-4.2776, -1.5998, 1.1150], [-3.4117, -1.3336, -0.8755], [-0.7867, -0.6119, 0.0655], [-2.0832, 0.0968, 0.6570], [2.9105, 0.6767, -0.4480], [3.4055, 0.6181, 1.0061], [2.5731, 2.1467, 0.6488], [2.3135, -1.8302, -0.3278], [1.6236, -2.0075, 1.0827], [0.8801, -2.7686, -0.2499], [1.7128, -0.2484, -2.1009], [0.0436, -0.6203, -2.2007], [0.4838, 1.0040, -2.0555], [0.5445, 1.5331, 0.7486], [1.0761, 0.2675, 1.7808], [-2.1777, 0.6631, 3.0206]], "forces_ev_per_a": [[-2.8, -1.3, -0.8], [-0.2, -2.2, -1.7], [-0.1, 3.8, 1.1], [-0.4, 2.2, -0.4], [-0.1, 1.7, 0.1], [-0.3, -0.3, -0.5], [-0.5, -1.1, -0.7], [-0.5, -0.8, 0.4], [0.7, 0.4, 0.5], [1.0, 0.9, -0.7], [-0.2, 0.2, 1.1], [-0.4, -0.1, 0.4], [0.6, 0.9, 2.6], [0.1, 1.0, -1.5], [1.4, -0.7, 2.4], [0.9, 0.8, -0.4], [0.6, 0.4, -0.9], [-0.4, 0.3, 2.2], [-0.1, 1.4, 0.0], [1.3, -0.6, -0.4], [-1.8, -2.1, -1.6], [0.5, -2.0, 1.7], [0.6, -1.6, -0.5], [0.0, -0.7, 0.8], [0.1, -0.7, -3.1]]}

Entry 6:
{"formula": "C3H13N3O2", "method": "wB97M-V/def2-TZVPD", "mol_weight_g_mol": 123.16, "orbital_gap_ev": 9.632, "smiles": "[H]/N=C(\\N)NCC.O.O", "e_homo_ev": -9.07, "e_tot_ev": -11887.0144, "elements": ["C", "C", "N", "C", "N", "N", "H", "H", "H", "H", "H", "H", "H", "H", "H", "H", "H", "O", "H", "H", "O"], "positions_angstrom": [[1.2961, -1.4286, 0.3577], [-0.0928, -0.9558, 0.0026], [-0.1725, 0.4938, -0.2304], [-1.4324, 1.0093, -0.5343], [-2.4060, 0.7164, 0.4176], [-1.5773, 1.7763, -1.5219], [1.8039, -0.7857, 1.0764], [1.2018, -2.4162, 0.8014], [1.9660, -1.5130, -0.5017], [-0.7691, -1.2693, 0.8078], [-0.5781, -1.4992, -0.8223], [0.5010, 0.7182, -0.9439], [-2.0369, 0.3637, 1.2861], [-3.0660, 1.4464, 0.6379], [-2.4128, 2.3433, -1.5980], [-2.0815, -3.1852, 3.1234], [-0.6756, -2.8147, 3.4471], [-1.5543, -2.4506, 3.4077], [3.8038, 3.9146, -3.2644], [3.9810, 2.4685, -2.6412], [4.3019, 3.0677, -3.3074]], "forces_ev_per_a": [[0.3, -0.2, -0.3], [-1.2, -0.2, 0.5], [0.1, -1.2, 0.1], [-0.3, 1.0, 0.9], [0.0, -0.4, 0.5], [0.7, 0.6, -1.1], [-0.3, 0.1, 0.1], [0.2, -0.2, 0.0], [-0.1, 0.0, -0.1], [0.2, 0.6, 0.3], [0.7, -0.1, -0.3], [-0.2, 0.5, -0.3], [0.2, -0.2, 0.1], [0.0, 0.1, -0.5], [-0.3, -0.5, 0.3], [-0.6, -0.5, -0.2], [0.6, -0.1, 0.1], [0.0, 0.6, 0.1], [0.4, -1.2, 0.2], [-0.4, 0.0, 0.4], [0.0, 1.2, -0.6]]}

Entry 7:
{"formula": "C3H10N2", "method": "wB97M-V/def2-TZVPD", "mol_weight_g_mol": 74.13, "orbital_gap_ev": 8.326, "e_homo_ev": -8.68, "e_tot_ev": -6248.6810, "elements": ["N", "C", "C", "C", "N", "H", "H", "H", "H", "H", "H", "H", "H", "H", "H"], "positions_angstrom": [[1.3264, -0.6987, 0.7510], [1.2027, 0.0131, -0.3622], [-0.2128, -0.0455, -0.9858], [-1.1720, 0.4605, 0.1498], [-1.6825, -0.7047, 0.9607], [2.2066, -1.2086, 0.8305], [-0.7842, -1.0896, 1.2590], [1.9621, 0.1009, -1.1707], [1.0946, 1.2335, 0.1176], [-0.2268, 0.6223, -1.8846], [-0.4475, -1.0925, -1.2449], [-2.0844, 0.9587, -0.2234], [-0.6196, 0.8639, 0.9736], [1.6938, 1.8732, 0.4638], [-2.2564, -1.2867, 0.3655]], "forces_ev_per_a": [[-0.3, -0.2, -2.1], [0.4, -5.6, -0.4], [-0.2, 2.5, 0.9], [-1.6, -2.7, -0.2], [0.3, 1.1, -0.5], [0.3, 0.8, 0.2], [-0.7, -1.0, 0.0], [0.2, 0.0, 0.9], [2.0, 4.3, 1.7], [-0.1, -0.6, 0.6], [0.3, 0.6, 0.0], [0.9, 0.5, 0.3], [0.3, 1.7, -0.3], [-2.0, -0.9, -1.3], [0.4, -0.6, 0.2]]}

Entry 8:
{"formula": "CHCl3O2S", "method": "wB97M-V/def2-TZVPD", "mol_weight_g_mol": 183.44, "orbital_gap_ev": 10.749, "e_homo_ev": -11.24, "e_tot_ev": -53548.9168, "elements": ["C", "O", "O", "S", "Cl", "Cl", "Cl", "H"], "positions_angstrom": [[0.9899, 0.0562, -0.1854], [-0.9524, -0.0280, 1.8500], [-1.3557, -1.2292, -0.2554], [-0.8762, -0.0730, 0.4249], [1.5057, -1.5207, 0.3251], [0.6599, 0.0850, -1.9602], [-1.6090, 1.7474, -0.0393], [1.6379, 0.9622, -0.1597]], "forces_ev_per_a": [[-2.1, -0.1, -1.8], [0.3, -0.2, 0.0], [-0.6, 1.0, -0.4], [1.7, 0.1, 1.6], [1.0, 0.4, 0.2], [0.5, -0.1, -0.2], [-0.2, -0.1, -0.8], [-0.6, -0.9, 1.4]]}

Entry 9:
{"formula": "C2H2FNaO", "method": "wB97M-V/def2-TZVPD", "mol_weight_g_mol": 84.03, "orbital_gap_ev": 5.897, "e_homo_ev": -8.98, "e_tot_ev": -11282.8665, "elements": ["C", "H", "O", "C", "H", "Na", "F"], "positions_angstrom": [[-0.0807, -0.7518, -0.4728], [-0.6057, -0.6501, -1.4269], [1.9394, -0.1882, -1.2072], [1.2649, -0.7624, -0.4268], [0.3140, -1.7245, 0.3250], [-1.1459, 1.2444, 1.0757], [-1.6859, 2.8326, 2.1330]], "forces_ev_per_a": [[1.1, -3.9, 6.1], [0.4, -1.0, 0.3], [3.8, -1.4, 2.2], [-1.5, 6.0, -7.6], [-3.8, 0.4, -1.0], [0.0, 0.1, 0.1], [0.1, -0.2, -0.2]]}

Entry 10:
{"formula": "C6H10O", "method": "wB97M-V/def2-TZVPD", "mol_weight_g_mol": 98.14, "orbital_gap_ev": [7.226, 7.852], "e_homo_ev": [-7.13, -7.71], "e_tot_ev": -8425.7143, "elements": ["O", "C", "C", "C", "C", "C", "C", "H", "H", "H", "H", "H", "H", "H", "H", "H", "H"], "positions_angstrom": [[2.2940, -0.6648, -0.3412], [1.0564, -0.1826, -0.0347], [0.0186, -1.2200, 0.3837], [-1.3399, -0.5483, 0.1527], [-1.1053, 0.3836, -1.0294], [0.1282, 2.0389, 0.3226], [1.0432, 1.1244, 0.6336], [2.2499, -1.6233, -0.4506], [0.2148, 0.3604, -1.0029], [0.1769, -1.5665, 1.4119], [0.1189, -2.0913, -0.2816], [-1.6287, 0.0374, 1.0289], [-2.1217, -1.2923, -0.0389], [-1.1299, -0.1576, -1.9882], [-1.7650, 1.2401, -1.1010], [-0.0758, 2.8745, 1.0019], [1.8652, 1.2875, 1.3331]], "forces_ev_per_a": [[0.1, -0.2, -0.1], [-0.2, -0.1, 0.3], [0.1, 0.0, 0.0], [0.0, 0.0, 0.0], [-0.2, -0.2, -0.1], [0.3, 0.0, 0.4], [-0.1, 0.1, -0.3], [0.0, 0.1, 0.0], [-0.2, 0.1, -0.1], [0.0, 0.0, -0.1], [0.0, 0.1, 0.1], [0.0, -0.1, -0.1], [0.1, 0.1, 0.0], [0.1, 0.1, 0.1], [0.2, -0.1, 0.0], [0.0, -0.1, -0.1], [-0.1, 0.0, 0.0]]}